44
Properties=species:S:1:pos:R:3:forces:R:3 method="wB97M-V/def2-TZVPD" lumo_ev=-5.1 orbital_gap_ev=5.500 spin_multiplicity=1 total_energy_ha=-938.2671 charge=+1 fmax_ev_per_a=5.011
C -4.262 3.611 -2.258 -0.0623 -0.2489 0.1328
O -4.563 2.387 -1.546 1.0411 -0.2337 0.1942
C -3.520 1.663 -1.059 0.0567 0.2284 -0.1773
C -2.163 2.032 -1.217 -0.2815 0.0050 0.1575
C -1.168 1.221 -0.684 -0.1905 0.4282 -0.3420
C -1.469 0.025 -0.026 0.8697 -0.7404 0.0276
C -0.379 -0.847 0.477 -1.7570 3.2638 3.3721
C 0.713 -0.275 1.223 -0.4341 -0.8200 -0.9721
C 1.760 -1.091 1.801 0.6995 0.2819 0.1148
C 1.909 -2.465 1.960 0.4616 -0.1263 0.2483
C 3.097 -2.938 2.541 -0.3914 0.1781 -0.1900
C 4.125 -2.055 2.920 -0.2240 0.5727 -0.1558
C 3.990 -0.667 2.743 0.0154 -0.4519 0.1353
C 2.795 -0.214 2.204 -0.4633 -0.4766 -0.1794
N 2.370 1.094 1.938 -1.5965 -0.1751 -0.6008
C 3.131 2.293 2.224 0.0993 0.5379 0.1355
C 1.118 1.065 1.382 1.3211 -0.2516 0.2317
C -2.826 -0.324 0.145 -0.0585 -0.1900 -0.3414
C -3.835 0.473 -0.360 0.0758 0.3263 -0.0929
H -5.240 4.007 -2.532 0.2486 -0.0045 0.0053
H -3.730 4.328 -1.613 -0.2139 -0.2649 -0.1392
H -3.666 3.408 -3.161 -0.2300 0.0043 0.2778
H -1.895 2.947 -1.751 -0.0751 -0.3824 0.2351
H -0.129 1.533 -0.783 -0.2692 -0.2156 -0.3114
H -0.726 -1.799 0.895 0.4016 -0.1771 -0.7287
H 1.104 -3.132 1.642 0.4082 0.0203 0.1436
H 3.226 -4.010 2.698 -0.0167 0.3459 -0.0561
H 5.039 -2.451 3.360 -0.2461 0.1083 -0.1408
H 4.767 0.047 3.012 -0.0337 -0.4083 0.0558
H 4.097 2.001 2.640 -0.2383 0.1729 -0.0974
H 3.293 2.882 1.312 0.0026 -0.2712 0.1936
H 2.600 2.926 2.946 0.1630 -0.2363 -0.0974
H 0.583 1.977 1.134 0.2747 -0.1984 0.1817
H -3.076 -1.230 0.700 0.0010 0.1800 -0.2191
H -4.884 0.213 -0.244 0.2061 0.0287 0.0520
C -0.529 -2.332 -3.732 -0.0100 -0.1263 0.1905
N -0.696 -1.873 -2.370 -0.7910 0.7663 0.1147
N 0.466 -1.960 -1.610 0.3798 -0.9353 0.0976
H -1.488 -2.222 -4.242 0.2315 -0.0080 -0.0478
H 0.224 -1.688 -4.199 -0.1645 -0.1059 -0.1609
H -0.188 -3.375 -3.782 -0.0509 0.1344 -0.1004
H -1.466 -2.276 -1.845 0.2124 -0.3851 -0.4019
H 1.208 -1.521 -2.164 -0.1426 0.2386 0.3215
H 0.281 -1.388 -0.720 0.7715 -0.3879 -1.0659

48
Properties=species:S:1:pos:R:3:forces:R:3 method="wB97M-V/def2-TZVPD" lumo_ev=0.5 e_above_lowest_kcal_mol=34.3 smiles="Cc1ccc(S(=O)(=O)NCC(=O)N2CCN(c3ccccn3)CC2)cc1" orbital_gap_ev=8.687 spin_multiplicity=1 total_energy_ha=-1542.0592 fmax_ev_per_a=0.921
C 0.014 3.914 -2.280 0.0104 -0.0033 -0.0443
C 0.402 2.488 -2.525 -0.0462 -0.0678 0.0342
C -0.509 1.455 -2.341 0.0901 0.0437 0.0141
C -0.135 0.139 -2.557 -0.1134 -0.1328 -0.0516
C 1.154 -0.137 -2.962 0.0773 -0.6724 -0.1830
S 1.687 -1.838 -3.104 0.2270 -0.2185 0.0510
O 2.714 -1.944 -4.093 0.1653 0.3412 0.1906
O 0.527 -2.677 -3.202 -0.1356 0.2415 0.2012
N 2.398 -2.197 -1.626 -0.2081 -0.0251 -0.8966
C 1.474 -2.132 -0.521 -0.0917 0.0374 0.1563
C 1.381 -0.701 0.013 0.0356 -0.0253 0.0406
O 2.264 0.101 -0.249 0.2774 -0.0593 0.0876
N 0.302 -0.367 0.746 -0.1603 0.2233 0.1149
C -0.708 -1.261 1.268 -0.0704 -0.2416 0.3466
C -0.629 -1.271 2.803 -0.2001 -0.3389 -0.1974
N -0.764 0.071 3.327 0.2691 -0.1916 0.0485
C -2.011 0.506 3.701 -0.3545 0.0204 0.2611
C -2.263 1.816 4.143 0.0310 0.1032 -0.0616
C -3.532 2.138 4.573 0.0053 -0.1671 -0.0887
C -4.530 1.170 4.563 -0.0390 0.0145 0.0286
C -4.185 -0.091 4.116 -0.2858 0.2124 0.1235
N -2.977 -0.416 3.694 0.2973 -0.0644 -0.1855
C 0.257 0.947 2.803 0.0092 0.2680 -0.2943
C 0.187 0.980 1.270 0.3128 0.2764 0.1927
C 2.073 0.873 -3.167 0.0984 0.1590 -0.1119
C 1.693 2.183 -2.950 0.0016 -0.1870 -0.0114
H 0.041 4.475 -3.213 -0.0282 0.0970 -0.0253
H -0.989 3.983 -1.866 -0.0623 0.0541 0.0320
H 0.713 4.384 -1.590 0.0111 0.0825 0.0547
H -1.517 1.680 -2.022 -0.1005 0.0297 0.0196
H -0.829 -0.676 -2.426 -0.1408 -0.0556 0.0260
H 3.209 -1.610 -1.475 0.1280 0.1242 -0.0439
H 0.521 -2.492 -0.911 -0.0394 -0.0578 0.3346
H 1.819 -2.801 0.276 -0.1487 0.0530 -0.0635
H -0.578 -2.268 0.881 -0.0253 -0.0029 -0.0370
H -1.695 -0.888 0.971 0.0108 -0.1034 -0.0198
H -1.432 -1.880 3.215 0.2278 -0.0322 -0.0773
H 0.343 -1.665 3.118 -0.0135 -0.0171 -0.0370
H -1.486 2.563 4.167 0.0611 0.0333 0.0074
H -3.745 3.139 4.919 0.0090 0.0641 0.0241
H -5.531 1.392 4.894 -0.0990 -0.0118 0.0236
H -4.910 -0.895 4.083 -0.1396 0.0118 0.0415
H 0.153 1.954 3.201 0.0517 -0.0440 0.0181
H 1.233 0.555 3.108 -0.0308 0.1000 -0.0151
H 1.002 1.573 0.852 -0.1389 -0.0190 0.0311
H -0.774 1.401 0.953 0.0098 0.0086 0.0032
H 3.068 0.615 -3.492 0.1613 0.0622 -0.0363
H 2.404 2.982 -3.101 0.0936 0.0775 -0.0256

50
Properties=species:S:1:pos:R:3:forces:R:3 method="wB97M-V/def2-TZVPD" lumo_ev=0.5 e_above_lowest_kcal_mol=0.0 smiles="CCCC[C@@H](Sc1nc(N)c(NC(=O)c2ccc(OC)cc2)c(=O)[nH]1)C(=O)O" orbital_gap_ev=8.180 spin_multiplicity=1 total_energy_ha=-1692.6113 fmax_ev_per_a=0.726
C 7.464 2.344 -0.959 -0.1564 -0.1625 -0.1210
C 6.545 1.129 -0.986 0.1034 0.1235 0.2767
C 6.394 0.517 0.405 -0.0855 -0.1496 -0.2907
C 5.653 -0.821 0.407 0.0061 0.0191 0.1428
C 4.201 -0.711 -0.064 -0.3100 -0.3200 -0.0384
S 3.472 -2.391 -0.073 0.4192 -0.1527 -0.0022
C 1.801 -1.910 -0.138 -0.1491 0.5077 -0.1160
N 1.558 -0.646 -0.102 -0.2317 -0.5013 -0.3938
C 0.276 -0.175 -0.110 -0.4871 -0.5106 -0.1715
N 0.158 1.155 -0.146 -0.0589 0.2325 0.0550
C -0.779 -1.083 -0.123 0.4605 0.1359 0.2151
N -2.159 -0.818 -0.113 -0.3433 -0.4706 -0.1790
C -2.892 0.275 0.181 0.2198 -0.0644 -0.0035
O -2.421 1.379 0.451 -0.1879 0.0619 0.0543
C -4.361 0.065 0.134 -0.3802 0.2030 0.0499
C -4.981 -1.171 0.330 -0.0086 0.1970 -0.0500
C -6.353 -1.273 0.295 -0.2477 0.0405 -0.0385
C -7.150 -0.149 0.060 0.2160 -0.0919 0.0350
O -8.489 -0.369 0.039 0.2642 -0.2336 0.0526
C -9.351 0.724 -0.172 -0.1487 0.2032 -0.0414
C -6.538 1.088 -0.124 -0.3648 -0.0222 -0.0172
C -5.162 1.184 -0.077 0.3166 -0.2041 0.0365
C -0.520 -2.491 -0.199 0.1321 0.3842 0.1057
O -1.382 -3.358 -0.257 -0.1800 -0.2037 -0.0315
N 0.836 -2.846 -0.207 0.0732 -0.1281 0.0096
C 3.413 0.217 0.844 0.3673 0.5741 0.0974
O 3.242 1.388 0.618 0.2003 0.2920 0.0188
O 3.163 -0.336 2.040 0.1162 -0.3235 0.4680
H 8.457 2.067 -0.612 0.1203 0.0185 0.0385
H 7.065 3.103 -0.289 0.0001 0.1256 0.0700
H 7.555 2.776 -1.952 0.0625 0.1113 -0.0584
H 6.952 0.380 -1.670 -0.0559 -0.0569 -0.0683
H 5.566 1.435 -1.357 -0.0435 -0.0600 -0.0865
H 5.875 1.227 1.051 0.0548 0.0384 0.0883
H 7.388 0.348 0.828 0.0007 0.0236 0.0571
H 5.654 -1.237 1.417 0.0207 -0.0733 -0.0478
H 6.173 -1.525 -0.248 0.0371 -0.0351 0.0230
H 4.140 -0.330 -1.084 -0.0663 0.0974 0.2005
H 1.001 1.691 -0.013 0.0684 -0.0394 -0.0040
H -0.768 1.545 0.066 0.2416 -0.0456 -0.0578
H -2.657 -1.689 -0.281 0.0122 0.2722 -0.0373
H -4.404 -2.060 0.542 0.0503 -0.0940 0.0173
H -6.842 -2.221 0.452 -0.0491 -0.1129 0.0277
H -9.181 1.188 -1.148 0.0043 -0.0121 0.0464
H -10.359 0.313 -0.140 0.0590 0.0774 -0.0115
H -9.243 1.478 0.614 0.0067 -0.0254 -0.0384
H -7.121 1.978 -0.299 -0.0769 0.0558 -0.0172
H -4.680 2.141 -0.209 0.0342 0.0629 0.0079
H 1.058 -3.833 -0.243 -0.1107 0.1179 -0.0015
H 2.734 0.309 2.621 0.0740 0.1177 -0.2707